ORCA calculation (ωB97M-V with the def2-TZVPD basis set) on a 9-piece molecular cluster, C25H45ClNO34S9 overall.

```
115
Properties=species:S:1:pos:R:3:forces:R:3:lowdin_charge:R:1
O 1.657153 -1.581334 2.832036 -0.449 0.105 -0.288 -0.358
S 2.569227 -1.554423 1.725400 0.682 -0.061 1.104 0.355
O 3.680781 -2.448048 1.732454 -0.021 -0.024 -0.209 -0.331
Cl 1.533785 -1.983969 0.038235 -0.183 -0.120 -0.109 0.508
C 3.195066 0.120852 1.551470 0.539 0.474 -0.455 -0.247
C 3.005955 0.795861 0.198071 -0.402 -0.497 -0.409 -0.203
C 1.567528 1.210799 -0.184968 0.298 0.618 0.029 -0.189
C 0.637483 1.573686 0.979669 -0.356 0.184 -0.265 -0.082
C -0.554479 0.696880 1.179568 0.144 -0.035 0.352 -0.180
C -1.228457 0.014084 0.191140 -0.197 -0.267 -0.405 0.007
C -2.354689 -0.724779 0.499134 0.110 0.009 -0.200 0.042
C -2.828375 -0.767503 1.808327 -0.148 -0.279 -0.580 -0.033
C -2.153535 -0.073586 2.759140 -0.001 0.051 0.198 -0.018
N -1.049767 0.619885 2.426676 -0.014 0.015 0.264 0.180
H 2.834380 0.706414 2.392710 -0.312 -0.210 0.074 0.096
H 4.262706 -0.018945 1.719929 0.032 -0.135 -0.035 0.104
H 3.349705 0.084995 -0.555538 0.094 0.076 -0.093 0.107
H 3.680194 1.643818 0.095418 0.053 0.058 0.413 0.128
H 1.142151 0.462073 -0.841091 -0.191 -0.079 0.076 0.061
H 1.633841 2.111963 -0.790811 0.187 -0.085 -0.138 0.093
H 1.167151 1.686608 1.923003 0.000 0.013 0.088 0.110
H 0.195241 2.554568 0.773349 0.112 0.091 0.014 0.145
H -0.875919 0.044708 -0.828074 0.012 0.075 -0.015 0.120
H -2.851056 -1.271453 -0.293740 -0.027 -0.016 -0.004 0.121
H -3.716348 -1.327649 2.063658 0.222 0.131 -0.033 0.078
H -2.473742 -0.055078 3.787723 0.181 0.160 0.107 0.124
H -0.548448 1.103905 3.167695 0.076 0.058 0.048 0.134
C 0.039810 -4.646434 -4.051947 0.021 0.004 -0.253 -0.154
C 0.410730 -3.189139 -4.221900 0.160 0.044 0.309 -0.142
O -0.846176 -2.536531 -4.480349 -0.028 -0.161 -0.116 -0.180
S -2.008624 -3.271313 -3.677579 0.213 -0.071 -0.101 0.586
O -2.247927 -2.583305 -2.453436 -0.074 0.141 0.263 -0.250
O -3.076713 -3.541426 -4.563791 -0.101 0.079 -0.016 -0.200
O -1.211071 -4.600682 -3.332993 0.107 0.089 0.100 -0.178
H -0.125167 -5.132234 -5.011164 -0.077 -0.022 0.014 0.113
H 0.772985 -5.204563 -3.480597 -0.127 -0.068 0.117 0.134
H 1.093955 -3.016716 -5.047111 -0.156 0.075 -0.124 0.140
H 0.831953 -2.770847 -3.304774 0.029 -0.021 -0.014 0.121
C -3.276707 -2.998397 5.311691 0.119 -0.464 0.067 -0.145
C -3.052829 -3.650482 3.961518 0.275 0.304 -0.155 -0.139
O -4.381211 -3.880583 3.470690 -0.268 0.071 0.154 -0.160
S -5.353676 -2.712366 3.957864 0.395 -0.710 0.521 0.650
O -5.435030 -1.712471 2.945413 0.129 -0.969 0.832 -0.290
O -6.512221 -3.284395 4.523016 -0.106 0.128 -0.192 -0.166
O -4.400168 -2.133484 5.109161 -0.028 0.140 -0.246 -0.179
H -3.515225 -3.739429 6.075679 -0.051 0.067 0.028 0.145
H -2.425977 -2.403110 5.620093 -0.039 0.059 -0.011 0.101
H -2.507527 -4.587021 4.022040 -0.215 -0.132 -0.042 0.146
H -2.544040 -2.978555 3.266373 0.078 -0.070 0.085 0.112
C 2.120501 -6.204597 -8.743009 0.245 0.096 -0.037 -0.146
C 2.608935 -7.629047 -8.571968 -0.221 -0.122 -0.172 -0.144
O 2.791238 -7.758480 -7.149647 0.115 0.140 0.005 -0.180
S 1.701953 -6.895884 -6.382405 0.120 0.002 -0.239 0.577
O 0.610329 -7.708714 -5.988233 -0.076 0.061 0.133 -0.206
O 2.368360 -6.070881 -5.434783 0.010 -0.032 0.120 -0.228
O 1.241326 -6.004332 -7.621156 -0.071 -0.118 -0.069 -0.192
H 2.937930 -5.485439 -8.677698 0.009 -0.016 0.001 0.135
H 1.567546 -6.051334 -9.664618 -0.152 0.005 0.082 0.138
H 3.552604 -7.819777 -9.072982 0.093 -0.006 0.161 0.138
H 1.863942 -8.356862 -8.895708 -0.008 0.018 -0.011 0.137
C -0.503392 0.521152 7.771467 -0.286 0.052 0.063 -0.119
C -0.797766 -0.274773 6.515551 0.410 -0.141 0.168 -0.150
O -1.270813 0.708436 5.584286 -0.281 -0.124 0.178 -0.231
S -0.532760 2.105756 5.848563 0.137 0.070 -0.015 0.597
O 0.504699 2.194609 4.873102 0.032 0.106 -0.013 -0.231
O -1.506312 3.120629 5.968509 -0.028 0.020 -0.062 -0.179
O 0.086143 1.741400 7.259618 0.084 -0.220 -0.146 -0.165
H -1.406802 0.778407 8.324351 -0.019 0.012 -0.037 0.142
H 0.199034 0.021765 8.430961 0.185 0.175 -0.054 0.143
H -1.566582 -1.025013 6.647730 -0.119 0.093 0.114 0.110
H 0.114888 -0.737015 6.132806 -0.041 0.012 -0.109 0.144
C -2.488783 3.817755 -3.272062 -0.225 -0.259 -0.060 -0.126
C -2.299636 3.452257 -1.814780 -0.135 0.430 0.148 -0.136
O -1.191392 2.523449 -1.836266 -0.062 -0.199 -0.100 -0.217
S -0.185405 2.911135 -3.015900 -0.312 0.210 -0.029 0.571
O 0.890334 3.662823 -2.471752 0.234 -0.084 -0.114 -0.224
O 0.046568 1.745435 -3.791771 0.232 -0.124 0.142 -0.216
O -1.144832 3.896524 -3.799888 -0.050 0.092 0.233 -0.178
H -3.022938 3.040380 -3.819689 0.000 -0.002 0.010 0.138
H -2.990062 4.771082 -3.404776 0.202 0.107 -0.040 0.142
H -3.175065 2.976871 -1.381287 0.080 -0.200 -0.025 0.110
H -2.011453 4.319046 -1.222219 0.015 0.026 -0.030 0.110
C 1.681661 7.832102 -2.903195 -0.140 -0.011 -0.259 -0.146
C 1.004883 9.114901 -2.462207 0.245 0.112 0.118 -0.148
O -0.162450 8.658988 -1.755756 -0.064 -0.097 -0.167 -0.182
S 0.156928 7.291034 -1.008677 0.229 0.114 -0.180 0.591
O 0.478986 7.541237 0.348490 -0.066 -0.161 0.096 -0.209
O -0.849449 6.351762 -1.359702 -0.211 -0.048 0.117 -0.229
O 1.499155 6.944540 -1.788063 0.094 0.133 0.109 -0.188
H 1.196730 7.395894 -3.777729 -0.008 0.015 0.001 0.136
H 2.743304 7.954940 -3.094483 0.043 -0.083 0.143 0.138
H 0.699018 9.744614 -3.291731 -0.175 -0.041 0.023 0.137
H 1.628108 9.687113 -1.773558 0.016 -0.011 -0.012 0.136
C -5.800897 0.919431 2.691793 -0.175 0.084 0.102 -0.153
C -6.203641 0.004741 1.553407 -0.233 0.173 -0.398 -0.190
O -6.886898 0.877985 0.643321 -0.011 0.394 -0.021 -0.167
S -6.248387 2.337532 0.683785 -0.207 -0.326 0.095 0.601
O -5.321375 2.488621 -0.384493 0.210 0.055 -0.004 -0.236
O -7.286336 3.277656 0.873757 -0.034 0.117 -0.049 -0.198
O -5.417971 2.143049 2.037362 0.151 -0.069 -0.123 -0.185
H -6.636152 1.126487 3.361467 -0.033 -0.027 0.005 0.145
H -4.960227 0.537429 3.264093 0.020 0.269 -0.121 0.104
H -6.870933 -0.793567 1.861637 -0.201 0.463 -0.410 0.131
H -5.333838 -0.418252 1.045761 -0.180 0.086 -0.039 0.112
C 8.573760 -0.211971 2.255345 -0.222 -0.027 0.119 -0.156
C 8.225007 -1.217374 1.175675 0.270 -0.110 -0.054 -0.156
O 7.605967 -0.420067 0.152581 -0.181 0.051 0.230 -0.199
S 8.282632 1.029961 0.110697 0.011 -0.265 0.171 0.592
O 9.275339 1.051029 -0.897601 -0.013 0.250 -0.071 -0.205
O 7.242249 1.993347 0.172053 -0.040 0.035 -0.182 -0.227
O 9.009151 0.946453 1.529403 0.099 -0.128 -0.057 -0.186
H 7.701014 0.058663 2.852780 -0.002 -0.019 0.000 0.130
H 9.373945 -0.548401 2.907740 0.106 0.102 -0.063 0.137
H 7.526625 -1.979099 1.509841 -0.127 0.065 -0.090 0.134
H 9.116127 -1.689769 0.759770 0.012 0.002 0.027 0.136
```
Positions in Å, forces in eV/Å.

Summary:
E_LUMO: -3.3 eV
net charge: +1
orbital gap: 9.561 eV
HOMO level: -12.817 eV